(1)
Molecular formula: C7H26O6
Method: DFT, the ωB97M-V functional and the def2-TZVPD basis

Properties
Energy relative to the best compared isomer or geometry (same formula, charge and spin) = 39.4 kcal/mol
SMILES = CCO.CO.CO.CO.CO.CO
Frontier orbital gap = 9.949 eV

Positions of all 39 atoms, in Å:
1 C 17.0288 4.3607 13.0391
2 C 16.8412 4.8230 14.4714
3 O 15.5007 5.2442 14.7258
4 H 17.9198 3.7412 12.9089
5 H 17.1847 5.1981 12.3545
6 H 16.1857 3.7653 12.6891
7 H 17.5136 5.6576 14.6905
8 H 17.0670 4.0187 15.1690
9 H 15.3023 5.9798 14.1369
10 C 20.5263 2.5611 12.0912
11 O 20.3886 3.8604 11.5398
12 H 20.1342 2.5739 13.1144
13 H 19.8801 1.8371 11.5881
14 H 21.5647 2.2375 12.1163
15 H 19.9696 3.8087 10.6776
16 C 14.3215 6.4115 17.5488
17 O 14.0477 5.0921 17.1301
18 H 14.1425 6.4796 18.6196
19 H 15.3473 6.7161 17.3174
20 H 13.6736 7.1454 17.0448
21 H 14.5956 4.9095 16.3597
22 C 15.7128 1.5692 15.1535
23 O 15.0306 0.3366 15.3250
24 H 16.7809 1.3979 14.9907
25 H 15.2817 2.1652 14.3460
26 H 15.5816 2.1418 16.0706
27 H 14.8405 -0.0326 14.4586
28 C 14.6293 9.2133 14.2462
29 O 15.8263 8.5505 13.8732
30 H 14.6624 9.3343 15.3274
31 H 14.5370 10.2061 13.8013
32 H 13.7410 8.6189 14.0126
33 H 15.9360 8.5602 12.9185
34 C 15.5409 2.2491 10.2665
35 O 16.5701 2.9514 9.5855
36 H 15.0170 1.5489 9.6085
37 H 15.9589 1.7057 11.1084
38 H 14.7993 2.9665 10.6353
39 H 16.1529 3.5818 8.9918

(2)
Molecular formula: C6H11N3O
Method: DFT, the ωB97M-V functional and the def2-TZVPD basis

Properties
Energy relative to the best compared isomer or geometry (same formula, charge and spin) = 146.1 kcal/mol
Frontier orbital gap = 6.999 eV

Positions of all 21 atoms, in Å:
1 C 0.0731 0.8628 1.5113
2 C 0.1526 -1.0408 0.2185
3 C 1.3476 0.8563 -0.4706
4 C -2.4233 -3.0456 -0.5063
5 C 1.3602 2.8461 1.0928
6 C -1.7740 -1.7132 -1.0689
7 N -0.2559 -0.3551 1.1929
8 N 0.9094 1.5445 0.6112
9 N 2.3923 1.2858 -1.2442
10 O -0.3398 -1.7847 -0.6996
11 H -0.0221 1.2817 2.4629
12 H -2.3109 -3.1472 0.5631
13 H -3.5905 -3.2037 -0.7645
14 H -1.8795 -3.9299 -1.0238
15 H 2.4295 3.0444 0.9083
16 H 0.8248 3.6668 0.6475
17 H 1.1118 2.8928 2.2599
18 H -2.3426 -0.8278 -0.7594
19 H -1.5711 -1.8989 -2.1141
20 H 2.9150 0.5485 -1.8487
21 H 2.9936 2.1171 -0.9680

(3)
Molecular formula: C6H13O2P
Method: DFT, the ωB97M-V functional and the def2-TZVPD basis

Properties
Energy relative to the best compared isomer or geometry (same formula, charge and spin) = 55.3 kcal/mol
SMILES = CCC[C@](O)(P)C(C)=O
Frontier orbital gap = 9.895 eV

Positions of all 22 atoms, in Å:
1 C -0.5636 1.9818 0.5588
2 C -0.9333 2.4568 -0.8064
3 C 2.0146 -1.6370 -0.3291
4 C 1.3378 -0.3980 0.2015
5 C -0.2148 -0.6483 0.3443
6 C -0.8997 0.6056 1.0520
7 O 0.0150 2.6790 1.3849
8 O -0.6998 0.3773 2.3891
9 P -2.6929 0.4809 0.7549
10 H -0.2434 3.1257 -1.2404
11 H -1.0528 1.6548 -1.5760
12 H -1.9914 2.7804 -0.7252
13 H 2.5518 -1.4264 -1.1715
14 H 2.7980 -1.8916 0.4558
15 H 1.3958 -2.5156 -0.4511
16 H 1.5932 0.6067 -0.3765
17 H 1.7207 -0.1212 1.1286
18 H -0.7326 -0.9122 -0.5916
19 H -0.3345 -1.4221 1.1622
20 H -0.3214 1.2684 2.7281
21 H -2.7501 -0.8494 1.2793
22 H -3.1794 1.0250 2.0859

(4)
Molecular formula: C5H10O4
Method: DFT, the ωB97M-V functional and the def2-TZVPD basis

Properties
Energy relative to the best compared isomer or geometry (same formula, charge and spin) = 53.5 kcal/mol
SMILES = COC(=O)[C@@H](C)O.C=O
Frontier orbital gap = 10.921 eV

Positions of all 19 atoms, in Å:
1 C 1.4867 -1.7338 -0.3419
2 O 1.6235 -0.4488 0.2656
3 C 0.9747 0.5703 -0.2633
4 O 1.1165 0.9549 -1.4077
5 C -0.1460 1.0881 0.6169
6 C 0.2462 1.1816 2.0855
7 H 2.1507 -2.4020 0.2140
8 H 0.4480 -2.0783 -0.2693
9 H 1.7883 -1.6871 -1.3948
10 H 1.0948 1.8668 2.2178
11 H -0.6090 1.5591 2.6602
12 H 0.5198 0.1946 2.4784
13 H -1.2680 2.6589 0.7159
14 C -1.9760 -1.0966 -2.0589
15 O -1.9486 -2.2266 -1.6394
16 H -2.8925 -0.4720 -2.0054
17 H -0.9808 0.3422 0.5017
18 O -0.5678 2.3364 0.1322
19 H -1.0602 -0.6078 -2.5074